ORCA calculation (ωB97M-V/def2-TZVPD) on an isolated molecule of C5H12O2.

Each line ends with the Mulliken charge.
Positions of all 19 atoms, in Å:
C (1.90, -0.10, -1.15)  -1.294
C (0.59, -0.77, -0.76)  -0.616
C (-0.36, 0.09, 0.09)  1.220
C (0.23, 0.42, 1.47)  -1.517
O (-0.64, 1.33, -0.59)  -0.631
C (-1.71, -0.64, 0.25)  -0.875
O (-2.65, 0.19, 0.93)  -0.541
H (2.46, 0.26, -0.28)  0.317
H (1.72, 0.75, -1.82)  0.300
H (2.54, -0.81, -1.68)  0.387
H (0.82, -1.70, -0.22)  0.351
H (0.09, -1.06, -1.69)  0.328
H (1.13, 1.05, 1.38)  0.402
H (-0.47, 1.00, 2.08)  0.365
H (0.50, -0.48, 2.02)  0.336
H (0.17, 1.86, -0.59)  0.388
H (-2.14, -0.88, -0.73)  0.381
H (-1.60, -1.58, 0.81)  0.347
H (-2.57, 1.06, 0.49)  0.353

Computed properties:
Lowest unoccupied orbital energy: 0.813 eV
SMILES: CC[C@@](C)(O)CO
Max |F|: 0.0182 hartree/bohr
Energy above the lowest of the compared OMol25 structures with the same formula, charge and spin: 13.6 kcal/mol
HOMO-LUMO gap: 10.91 eV
E_HOMO: -10.101 eV

***

ORCA calculation (ωB97M-V/def2-TZVPD) on a 2-piece molecular cluster, C11H26Cl2FN2OS overall.

Each line ends with the Mulliken charge.
Positions of all 44 atoms, in Å:
C (2.58, -2.43, 0.13)  -1.512
C (1.58, -1.41, -0.45)  1.030
C (0.41, -2.12, -1.06)  0.022
F (0.79, -2.70, -2.25)  -0.440
N (-0.85, -1.27, -1.35)  0.382
S (-1.45, -1.67, -3.00)  -0.101
C (-0.65, 0.23, -1.23)  -1.047
C (0.28, 0.86, -2.27)  -1.176
C (1.19, 1.91, -1.62)  -0.539
C (0.44, 3.04, -0.89)  -0.638
O (1.00, 3.30, 0.38)  -0.446
C (0.37, 2.62, 1.44)  -0.249
C (-1.92, -1.69, -0.31)  -0.798
N (-3.16, -1.04, -0.53)  -0.159
C (-3.59, -0.11, 0.53)  -0.889
H (2.12, -3.40, 0.33)  0.362
H (3.42, -2.58, -0.54)  0.399
H (2.97, -2.06, 1.08)  0.406
H (1.27, -0.72, 0.33)  -0.519
H (2.07, -0.85, -1.24)  0.130
H (0.05, -2.93, -0.42)  0.467
H (-2.54, -0.92, -2.78)  0.219
H (-1.66, 0.63, -1.30)  0.889
H (-0.30, 0.40, -0.21)  0.278
H (-0.32, 1.32, -3.06)  0.468
H (0.89, 0.09, -2.74)  0.547
H (1.82, 2.34, -2.40)  0.451
H (1.85, 1.43, -0.90)  0.234
H (-0.62, 2.80, -0.77)  0.331
H (0.50, 3.97, -1.45)  0.394
H (0.79, 3.00, 2.37)  0.288
H (0.56, 1.54, 1.41)  -0.134
H (-0.71, 2.80, 1.44)  0.315
H (-1.97, -2.77, -0.40)  0.316
H (-1.48, -1.42, 0.66)  0.463
H (-3.88, -1.74, -0.67)  0.316
H (-3.70, -0.60, 1.50)  0.340
H (-2.88, 0.70, 0.63)  0.234
H (-4.55, 0.31, 0.24)  0.353
C (1.80, 0.25, 4.42)  -0.387
Cl (1.38, -0.98, 3.19)  -0.119
Cl (2.97, 1.42, 3.82)  -0.131
H (0.88, 0.77, 4.69)  0.281
H (2.22, -0.27, 5.26)  0.370

Computed properties:
Lowest unoccupied orbital energy: -2.919 eV
Max |F|: 0.0090 hartree/bohr
Total charge: +1
HOMO-LUMO gap: 9.67 eV
E_HOMO: -12.591 eV